# 1
Entry from OMol25: an isolated molecule of C4H5NO (ωB97M-V with the def2-TZVPD basis set).

Each atom is followed by the atoms it is bonded to, with distances in Å.
Element x y z (Å)
1 C 2.0602 -0.0668 -0.7045  C2 1.303, H7 1.085, H8 1.086
2 C 0.9914 -0.5188 -0.1120  C1 1.303, C3 1.307
3 C -0.1365 -1.0079 0.3318  C2 1.307, C4 1.496, H9 1.086
4 C -1.3820 -0.1956 0.4961  C3 1.496, N5 1.365, O6 1.218
5 N -1.2437 1.1451 0.2820  C4 1.365, H10 1.007, H11 1.008
6 O -2.4268 -0.7097 0.8522  C4 1.218
7 H 2.1594 -0.3152 -1.7560  C1 1.085
8 H 2.8594 0.4808 -0.2128  C1 1.086
9 H -0.2136 -2.0552 0.6071  C3 1.086
10 H -2.0824 1.7019 0.3128  N5 1.007
11 H -0.4301 1.5196 -0.1805  N5 1.008

SMILES   C=C=CC(N)=O
Total charge   0
Molecular weight   83.1 g/mol
ΔE to the lowest compared entry with this formula, charge and spin   25.2 kcal/mol
DFT total energy   -7765.4351 eV
Strongest force on any atom   0.34 eV/Å
Lowest unoccupied orbital energy   0.76 eV
Highest occupied orbital energy   -9.8080 eV

---

# 2
Entry from OMol25: an isolated molecule of C4H5NO in a non-equilibrium geometry (ωB97M-V with the def2-TZVPD basis set).

Each atom is followed by the atoms it is bonded to, with distances in Å.
Element x y z (Å)
1 O -1.9848 0.2550 1.3659  C2 1.211
2 C -2.1061 -0.3931 0.3502  O1 1.211, N3 1.401, H7 1.102
3 N -1.0721 -0.7373 -0.5300  C2 1.401, C4 1.277
4 C 0.0029 -0.0658 -0.3781  N3 1.277, C5 1.432, C6 1.423
5 C 1.3777 -0.2077 -0.7533  C4 1.432, C6 1.708, H8 1.094, H9 1.077
6 C 0.7456 0.7996 0.4724  C4 1.423, C5 1.708, H10 1.089, H11 1.088
7 H -3.0738 -0.8140 0.0324  C2 1.102
8 H 1.6945 0.4051 -1.6024  C5 1.094
9 H 1.9579 -1.0900 -0.5416  C5 1.077
10 H 1.6148 1.2855 0.0324  C6 1.089
11 H 0.8288 0.5980 1.5383  C6 1.088

SMILES   O=CN=C1CC1
Total charge   0
Molecular weight   83.1 g/mol
ΔE to the lowest compared entry with this formula, charge and spin   81.5 kcal/mol
DFT total energy   -7762.9942 eV
Strongest force on any atom   2.01 eV/Å
Lowest unoccupied orbital energy   0.25 eV
Highest occupied orbital energy   -9.5565 eV

---

# 3
Entry from OMol25: an isolated molecule of C4H5NO in a non-equilibrium geometry (ωB97M-V with the def2-TZVPD basis set).

Each atom is followed by the atoms it is bonded to, with distances in Å.
Element x y z (Å)
1 C 0.8527 0.1774 1.3837  C2 1.572, H7 1.061, H8 1.057, H9 1.129
2 C 0.8680 -0.3476 -0.0980  C1 1.572, O3 1.186, N4 1.364
3 O 1.8114 -0.8637 -0.5986  C2 1.186
4 N -0.2062 0.2167 -0.7206  C2 1.364, C5 1.509, C6 1.451
5 C -1.0707 -0.2033 -1.8840  N4 1.509, C6 1.274, H10 1.102
6 C -1.6519 0.1169 -0.7965  N4 1.451, C5 1.274, H11 1.039
7 H -0.0347 0.1657 1.9644  C1 1.061
8 H 1.1007 1.1825 1.5963  C1 1.057
9 H 1.5944 -0.2857 2.0980  C1 1.129
10 H -0.9813 -0.5782 -2.9164  C5 1.102
11 H -2.2825 0.4192 -0.0282  C6 1.039

SMILES   CC(=O)N1C=C1
Total charge   0
Molecular weight   83.1 g/mol
ΔE to the lowest compared entry with this formula, charge and spin   103.2 kcal/mol
DFT total energy   -7762.0494 eV
Strongest force on any atom   3.85 eV/Å
Lowest unoccupied orbital energy   0.87 eV
Highest occupied orbital energy   -8.5122 eV

---

# 4
Entry from OMol25: an isolated molecule of C4H5NO (ωB97M-V with the def2-TZVPD basis set).

Each atom is followed by the atoms it is bonded to, with distances in Å.
Element x y z (Å)
1 C -1.7084 -0.5521 -0.5455  C2 1.505, H7 1.092, H8 1.097, H9 1.096
2 C -0.3463 -0.0639 -0.1311  C1 1.505, N3 1.293, O6 1.361
3 N 0.5562 -0.9059 0.2554  C2 1.293, C4 1.377
4 C 1.6571 -0.1347 0.5556  N3 1.377, C5 1.342, H10 1.080
5 C 1.3783 1.1608 0.3468  C4 1.342, O6 1.390, H11 1.083
6 O 0.0672 1.2331 -0.1077  C2 1.361, C5 1.390
7 H -2.4300 0.1949 -0.8819  C1 1.092
8 H -2.1350 -1.0997 0.3034  C1 1.097
9 H -1.5725 -1.2966 -1.3383  C1 1.096
10 H 2.5746 -0.5706 0.9236  C4 1.080
11 H 1.9488 2.0412 0.6176  C5 1.083

SMILES   Cc1ncco1
Total charge   0
Molecular weight   83.1 g/mol
ΔE to the lowest compared entry with this formula, charge and spin   10.2 kcal/mol
DFT total energy   -7766.0838 eV
Strongest force on any atom   0.70 eV/Å
Lowest unoccupied orbital energy   1.04 eV
Highest occupied orbital energy   -9.1861 eV